16
Properties=species:S:1:pos:R:3:forces:R:3 method="wB97M-V/def2-TZVPD" gap_ha=0.2007 de_lowest_ev=0.645 homo_energy_ev=-2.03 multiplicity=1 total_charge=-1
C 2.759 -2.921 -1.122 0.462 0.158 0.111
S 3.465 -1.287 -0.697 -0.044 0.095 0.030
H 3.533 -3.577 -1.537 -0.111 -0.022 -0.006
H 1.973 -2.818 -1.863 -0.242 -0.092 -0.151
H 2.353 -3.409 -0.236 -0.130 -0.106 0.026
C -2.447 1.744 0.715 -0.550 0.140 -0.054
C -1.406 0.779 0.185 -0.232 -0.373 -0.272
C 0.013 1.185 0.530 0.037 -0.351 -0.263
H -2.270 2.777 0.395 0.079 -0.114 -0.016
H -3.458 1.468 0.381 0.195 0.063 0.053
H -2.466 1.739 1.806 0.071 0.040 0.096
H -1.654 -0.220 0.552 0.202 -0.043 0.166
H -1.504 0.680 -0.901 0.029 0.188 -0.025
H 0.753 0.518 0.079 -0.002 -0.045 0.067
H 0.175 1.169 1.610 0.031 0.263 -0.055
H 0.181 2.174 0.104 0.204 0.198 0.291